No. 1
ORCA calculation (ωB97M-V/def2-TZVPD) on a structure of composition C43H42N4O3P2SSr.

ORCA input file:
```
! RIJCOSX wB97M-V def2-TZVPD def2/J DEFGRID3
* xyz 0 1
Sr 0.925 -0.931 0.171
C -3.349 -1.510 -1.605
C -1.905 -1.157 -1.404
N -1.403 -0.779 -0.283
N -2.182 -0.661 0.816
C -1.454 -0.413 1.904
O -0.188 -0.339 1.938
C -2.223 -0.210 3.165
C -3.559 -0.583 3.279
C -4.231 -0.403 4.477
C -3.578 0.157 5.567
C -2.248 0.538 5.456
C -1.572 0.350 4.262
C -0.950 -1.249 -2.519
C -1.357 -1.454 -3.838
C -0.404 -1.548 -4.837
C 0.939 -1.461 -4.504
C 1.259 -1.259 -3.171
N 0.354 -1.138 -2.211
H -3.853 -1.448 -0.645
H -3.444 -2.524 -1.998
H -3.832 -0.823 -2.303
H -4.053 -1.016 2.420
H -5.268 -0.702 4.563
H -4.104 0.293 6.504
H -1.738 0.977 6.304
H -0.532 0.628 4.157
H -2.409 -1.536 -4.071
H -0.709 -1.687 -5.867
H 1.717 -1.550 -5.249
H 2.295 -1.194 -2.849
C 2.195 7.525 0.129
S 3.522 7.142 -1.044
C 4.203 5.650 -0.262
C 3.247 4.470 -0.286
C 3.874 3.237 0.364
N 3.008 2.059 0.300
P 2.765 1.122 -1.118
C 4.381 1.297 -1.954
C 5.318 0.316 -1.622
C 6.601 0.361 -2.143
C 6.956 1.380 -3.015
C 6.027 2.352 -3.361
C 4.744 2.313 -2.835
C 1.641 2.109 -2.183
C 1.603 1.903 -3.563
C 0.596 2.467 -4.331
C -0.389 3.240 -3.733
C -0.361 3.451 -2.362
C 0.641 2.880 -1.594
P 2.168 1.415 1.661
C 1.200 2.875 2.229
C 1.756 3.998 2.842
C 0.970 5.102 3.132
C -0.385 5.095 2.826
C -0.956 3.974 2.244
C -0.168 2.870 1.951
C 3.467 1.326 2.946
C 4.754 0.927 2.591
C 5.727 0.744 3.561
C 5.420 0.937 4.900
C 4.130 1.296 5.266
C 3.157 1.485 4.296
H 1.794 8.493 -0.162
H 2.599 7.586 1.138
H 1.407 6.776 0.078
H 4.494 5.907 0.760
H 5.107 5.428 -0.832
H 2.979 4.241 -1.318
H 2.326 4.716 0.246
H 4.088 3.443 1.414
H 4.829 3.020 -0.122
H 5.020 -0.492 -0.959
H 7.321 -0.404 -1.880
H 7.957 1.418 -3.427
H 6.303 3.145 -4.044
H 4.032 3.082 -3.108
H 2.367 1.300 -4.038
H 0.581 2.305 -5.401
H -1.173 3.682 -4.334
H -1.119 4.065 -1.892
H 0.660 3.047 -0.526
H 2.808 4.012 3.100
H 1.413 5.971 3.603
H -0.995 5.960 3.053
H -2.016 3.956 2.024
H -0.615 1.985 1.514
H 4.992 0.760 1.546
H 6.726 0.442 3.273
H 6.181 0.804 5.657
H 3.881 1.428 6.311
H 2.150 1.755 4.590
O 2.770 -2.270 -0.035
C 1.969 -3.234 -0.007
O 0.744 -3.160 0.233
H 2.381 -4.244 -0.227
*
```

## Properties
M	844.47	g/mol
frontier orbital gap	7.63	eV
E_HOMO	-7.7	eV

No. 2
ORCA calculation (ωB97M-V/def2-TZVPD) on a cluster of 5 separate species, C36H78F3N4O2 in total.

ORCA input file:
```
! RIJCOSX wB97M-V def2-TZVPD def2/J DEFGRID3
* xyz 3 1
C 21.827 11.420 19.317
C 21.136 12.624 19.971
C 20.718 13.597 18.872
N 20.010 14.811 19.218
C 20.920 15.702 20.072
C 18.826 14.510 20.041
C 17.864 15.666 19.812
C 18.045 15.859 18.295
C 19.491 15.544 18.023
H 22.778 11.736 18.854
H 21.243 10.883 18.580
H 22.165 10.734 20.102
H 21.826 13.068 20.698
H 20.269 12.269 20.526
H 20.108 13.074 18.117
H 21.619 13.918 18.367
H 20.996 15.341 21.096
H 20.613 16.742 20.111
H 21.908 15.710 19.608
H 19.199 14.308 21.028
H 18.358 13.657 19.519
H 18.036 16.606 20.307
H 16.857 15.385 20.106
H 17.758 16.823 17.898
H 17.433 15.173 17.685
H 20.120 16.426 17.892
H 19.569 14.894 17.181
C 9.488 13.884 14.339
C 10.923 13.476 14.648
C 11.548 12.789 13.431
N 13.006 12.595 13.514
C 13.375 11.820 14.666
C 13.754 13.873 13.480
C 15.144 13.491 13.008
C 14.945 12.232 12.124
C 13.430 11.984 12.223
H 8.852 13.031 14.122
H 9.448 14.563 13.479
H 9.173 14.425 15.243
H 10.998 12.922 15.591
H 11.523 14.377 14.771
H 11.416 13.411 12.539
H 11.149 11.783 13.295
H 12.865 10.855 14.632
H 13.040 12.371 15.529
H 14.446 11.626 14.778
H 13.663 14.314 14.467
H 13.219 14.525 12.778
H 15.837 13.302 13.815
H 15.597 14.352 12.525
H 15.590 11.458 12.523
H 15.184 12.385 11.073
H 13.131 10.957 12.171
H 12.901 12.480 11.413
C 13.452 15.429 18.066
C 13.578 14.827 19.468
C 13.134 13.364 19.319
N 13.150 12.546 20.573
C 12.125 13.089 21.498
C 14.476 12.549 21.154
C 14.603 11.190 21.813
C 13.975 10.251 20.784
C 12.846 11.114 20.203
H 14.240 15.064 17.438
H 13.611 16.514 18.008
H 12.442 15.218 17.726
H 12.815 15.301 20.076
H 14.499 14.999 20.008
H 13.750 12.847 18.573
H 12.092 13.314 19.031
H 12.243 14.137 21.708
H 12.317 12.513 22.389
H 11.142 12.877 21.074
H 14.649 13.414 21.805
H 15.177 12.519 20.316
H 14.022 11.064 22.727
H 15.674 11.044 22.062
H 13.509 9.379 21.237
H 14.686 9.953 20.039
H 11.888 10.813 20.641
H 12.599 11.021 19.151
C 25.650 6.752 8.651
C 24.553 7.726 8.364
C 23.762 8.055 9.639
N 22.582 8.881 9.468
C 21.510 8.159 8.702
C 23.072 10.143 8.872
C 22.152 11.194 9.415
C 22.162 10.858 10.865
C 22.121 9.317 10.853
H 25.348 5.918 9.303
H 26.442 7.253 9.241
H 25.969 6.318 7.704
H 23.946 7.346 7.562
H 24.901 8.652 7.918
H 24.406 8.596 10.346
H 23.443 7.157 10.170
H 20.789 8.914 8.474
H 21.251 7.261 9.242
H 21.880 7.734 7.783
H 23.115 10.001 7.785
H 24.085 10.352 9.182
H 21.135 11.097 9.039
H 22.356 12.241 9.209
H 21.366 11.249 11.493
H 23.094 11.253 11.291
H 21.086 9.063 10.912
H 22.721 8.826 11.606
C 17.055 12.578 16.518
O 17.695 12.173 15.262
O 15.997 13.336 16.388
C 16.579 11.193 17.181
F 15.533 11.444 18.088
F 16.185 10.183 16.300
F 17.450 10.542 17.975
C 19.023 11.666 15.408
C 19.578 11.272 14.052
H 19.064 10.437 13.586
H 19.605 12.168 13.436
H 20.630 10.945 14.162
H 19.071 10.758 16.012
H 19.633 12.467 15.844
H 17.854 12.980 17.164
*
```

## Properties
M	656.04	g/mol
frontier orbital gap	8.67	eV
E_HOMO	-13.7	eV

No. 3
ORCA calculation (ωB97M-V/def2-TZVPD) on an isolated molecule of C7H12.

ORCA input file:
```
! RIJCOSX wB97M-V def2-TZVPD def2/J DEFGRID3
* xyz 0 1
C 1.132 -0.882 2.047
C 1.213 -0.041 1.020
C 1.505 1.414 1.345
C 0.943 -0.337 -0.420
C -0.451 0.193 -0.817
C -1.324 -0.521 -1.529
C -2.761 -0.102 -1.647
H 1.245 -0.586 3.089
H 0.951 -1.942 1.854
H 2.501 1.715 0.901
H 1.305 1.569 2.400
H 0.843 2.075 0.718
H 1.739 0.241 -0.904
H 1.066 -1.368 -0.738
H -0.706 1.191 -0.456
H -0.956 -1.412 -2.045
H -3.563 -0.814 -1.837
H -2.816 0.310 -0.643
H -2.965 0.777 -2.230
*
```

## Properties
M	96.17	g/mol
structure (SMILES)	C=C(C)C/C=C/C
frontier orbital gap	10.20	eV
E_HOMO	-9.1	eV
ΔE to the lowest compared entry with this formula, charge and spin	1.6617	eV

No. 4
ORCA calculation (ωB97M-V/def2-TZVPD) on a cluster of 9 separate species, C24H38ClO28 in total.

ORCA input file:
```
! RIJCOSX wB97M-V def2-TZVPD def2/J DEFGRID3
* xyz -1 1
Cl 4.065 3.967 -8.455
O 5.457 3.559 -8.550
O 3.873 4.483 -7.102
O 3.580 4.956 -9.364
O 3.321 2.735 -8.701
C 7.353 5.587 -5.937
C 8.382 4.451 -6.060
O 9.142 4.830 -7.192
C 8.492 5.784 -7.906
O 8.861 6.119 -8.983
O 7.447 6.254 -7.222
H 7.543 6.320 -5.155
H 6.316 5.257 -5.901
H 7.828 3.528 -6.242
H 9.039 4.370 -5.200
C 0.221 5.988 -7.950
C 0.402 4.670 -7.206
O -0.787 4.572 -6.418
C -1.419 5.763 -6.407
O -2.414 5.994 -5.800
O -0.763 6.673 -7.165
H -0.199 5.815 -8.946
H 1.149 6.531 -8.106
H 1.302 4.704 -6.593
H 0.476 3.834 -7.898
C 8.039 1.954 -11.021
C 8.735 2.581 -9.835
O 9.500 1.483 -9.295
C 8.935 0.325 -9.708
O 9.210 -0.746 -9.268
O 8.028 0.543 -10.676
H 8.648 1.971 -11.931
H 7.045 2.317 -11.253
H 8.004 2.846 -9.071
H 9.393 3.396 -10.113
C 0.076 1.565 -5.622
C 1.554 1.264 -5.862
O 1.604 -0.163 -5.725
C 0.478 -0.612 -5.146
O 0.248 -1.741 -4.867
O -0.372 0.424 -4.910
H -0.464 1.719 -6.560
H -0.114 2.444 -5.009
H 2.200 1.726 -5.110
H 1.953 1.532 -6.840
C 5.059 1.890 -5.091
C 5.333 0.718 -6.051
O 5.572 -0.376 -5.172
C 5.122 -0.079 -3.943
O 5.112 -0.822 -3.017
O 4.681 1.205 -3.899
H 4.254 2.484 -5.520
H 5.894 2.563 -4.888
H 6.164 0.818 -6.744
H 4.427 0.570 -6.642
C -0.064 8.504 -3.009
O 1.253 8.891 -3.442
C 2.126 7.975 -3.854
O 3.221 8.256 -4.253
O 1.612 6.744 -3.784
C 2.467 5.682 -4.160
H 0.007 7.933 -2.081
H -0.524 7.844 -3.741
H -0.591 9.435 -2.851
H 2.668 5.652 -5.231
H 2.102 4.716 -3.823
H 3.450 5.804 -3.692
C -0.865 -3.213 -11.982
O -0.865 -2.196 -11.009
C -0.066 -1.156 -11.245
O 0.601 -0.996 -12.230
O -0.125 -0.355 -10.181
C 0.606 0.848 -10.277
H 0.126 -3.656 -12.075
H -1.198 -2.875 -12.966
H -1.597 -3.951 -11.661
H -0.074 1.703 -10.366
H 1.303 0.913 -11.110
H 1.195 1.047 -9.380
C 1.173 1.335 -15.055
O 2.044 2.363 -14.588
C 3.054 1.987 -13.804
O 3.291 0.857 -13.463
O 3.731 3.082 -13.471
C 4.630 2.968 -12.363
H 1.692 0.442 -15.393
H 0.680 1.793 -15.913
H 0.438 1.097 -14.289
H 4.065 3.121 -11.443
H 5.321 3.810 -12.368
H 5.167 2.026 -12.410
*
```

## Properties
M	809.99	g/mol
frontier orbital gap	10.24	eV
E_HOMO	-8.1	eV
ΔE to the lowest compared entry with this formula, charge and spin	0.0000	eV

No. 5
ORCA calculation (ωB97M-V/def2-TZVPD) on a structure of composition C5H7NO.

ORCA input file:
```
! RIJCOSX wB97M-V def2-TZVPD def2/J DEFGRID3
* xyz 0 1
O -2.065 -1.281 -1.564
C -1.308 -0.767 -0.799
C -1.155 -0.872 0.782
N 0.207 -0.307 0.545
C 1.299 0.802 0.565
C 1.392 0.461 -0.954
C -0.142 0.264 -0.781
H -1.824 -0.208 1.333
H -1.142 -1.867 1.232
H 2.112 0.563 1.256
H 0.779 1.725 0.886
H 0.852 -1.026 0.147
H 1.736 1.257 -1.615
H -0.705 1.209 -0.578
*
```

## Properties
M	97.12	g/mol
frontier orbital gap	7.63	eV
E_HOMO	-7.0	eV
ΔE to the lowest compared entry with this formula, charge and spin	6.6869	eV

No. 6
ORCA calculation (ωB97M-V/def2-TZVPD) on a cluster of 7 separate species, C5H27N2O7 in total.

ORCA input file:
```
! RIJCOSX wB97M-V def2-TZVPD def2/J DEFGRID3
* xyz 1 1
N 0.886 1.034 -0.731
C 0.321 -0.328 -0.773
C -0.978 -0.165 -1.687
C -2.094 0.775 -1.118
O -0.403 0.373 -2.937
C -0.029 -0.738 0.696
N -0.987 -1.723 0.781
C -0.884 -3.034 0.150
H 0.230 1.661 -0.227
H 0.960 1.357 -1.686
H 1.842 1.171 -0.178
H 1.090 -1.036 -1.136
H -1.354 -1.092 -2.106
H -3.045 0.546 -1.610
H -1.934 1.799 -1.520
H -2.133 0.662 -0.020
H -1.201 0.918 -3.242
H -0.481 0.196 1.190
H 0.861 -0.841 1.410
H -1.259 -1.881 1.782
H -1.766 -3.572 0.482
H -0.824 -3.069 -0.928
H 0.027 -3.658 0.444
H 3.520 0.374 1.801
H 3.552 -0.588 0.691
O 2.967 0.010 1.100
H 2.593 0.457 -4.577
H 1.315 0.448 -3.948
O 2.220 0.676 -3.803
H 5.462 -0.262 -0.948
H 4.117 -0.600 -1.555
O 4.688 -0.795 -0.814
H -4.113 -1.304 3.620
H -3.355 -0.835 4.691
O -3.367 -0.719 3.812
H -3.000 0.894 2.259
H -2.768 1.751 3.508
O -2.775 1.773 2.504
H -1.060 2.118 2.082
H 0.355 2.799 2.268
O -0.198 2.101 1.824
*
```

## Properties
M	227.28	g/mol
frontier orbital gap	9.06	eV
E_HOMO	-11.4	eV
ΔE to the lowest compared entry with this formula, charge and spin	3.3033	eV

No. 7
ORCA calculation (ωB97M-V/def2-TZVPD) on an isolated molecule of C28H33N3O6S.

ORCA input file:
```
! RIJCOSX wB97M-V def2-TZVPD def2/J DEFGRID3
* xyz 0 1
C 0.381 4.414 0.001
O 1.606 3.871 -0.441
C 1.933 2.616 -0.048
C 1.071 1.753 0.619
C 1.512 0.495 0.998
C 0.633 -0.476 1.750
C 0.652 -1.918 1.196
O 0.419 -2.863 1.920
N 0.899 -2.001 -0.121
C 1.008 -3.240 -0.893
C 2.180 -4.066 -0.355
C 1.258 -2.837 -2.345
C -0.295 -4.032 -0.778
N -0.767 -0.058 1.847
C -1.113 0.669 2.937
O -0.318 0.931 3.816
C -2.537 1.229 3.068
N -3.411 1.194 1.926
C -3.172 1.943 0.824
O -2.228 2.710 0.742
C -4.126 1.766 -0.278
C -4.018 2.331 -1.519
C -5.063 1.960 -2.387
C -5.956 1.122 -1.797
S -5.541 0.767 -0.172
C -1.653 -0.594 0.882
C -2.609 -1.530 1.263
C -3.447 -2.088 0.315
C -3.330 -1.729 -1.018
C -2.368 -0.809 -1.400
C -1.527 -0.244 -0.458
C 2.816 0.107 0.718
C 3.682 0.943 0.022
O 4.958 0.573 -0.322
C 5.467 -0.637 0.180
C 3.245 2.216 -0.367
O 3.974 3.130 -1.076
C 5.363 3.225 -0.854
H 0.324 4.434 1.093
H -0.480 3.862 -0.382
H 0.361 5.433 -0.383
H 0.072 2.074 0.865
H 0.993 -0.533 2.789
H 1.117 -1.145 -0.608
H 2.010 -4.300 0.692
H 3.111 -3.510 -0.445
H 2.273 -4.995 -0.912
H 2.175 -2.256 -2.431
H 0.429 -2.240 -2.719
H 1.353 -3.722 -2.967
H -0.224 -4.953 -1.351
H -0.486 -4.277 0.262
H -1.129 -3.444 -1.155
H -3.016 0.712 3.901
H -2.388 2.275 3.362
H -4.150 0.509 1.905
H -3.209 2.986 -1.783
H -5.148 2.302 -3.402
H -6.842 0.689 -2.217
H -2.677 -1.823 2.300
H -4.187 -2.815 0.615
H -3.983 -2.168 -1.757
H -2.273 -0.526 -2.439
H -0.785 0.482 -0.754
H 3.146 -0.864 1.048
H 6.503 -0.677 -0.153
H 5.436 -0.668 1.273
H 4.928 -1.502 -0.223
H 5.601 3.202 0.213
H 5.656 4.189 -1.269
H 5.912 2.427 -1.360
*
```

## Properties
M	539.65	g/mol
structure (SMILES)	COc1cc([C@H](C(=O)NC(C)(C)C)N(C(=O)CNC(=O)c2cccs2)c2ccccc2)cc(OC)c1OC
frontier orbital gap	8.11	eV
E_HOMO	-7.9	eV
ΔE to the lowest compared entry with this formula, charge and spin	0.8586	eV

No. 8
ORCA calculation (ωB97M-V/def2-TZVPD) on a cluster of 2 separate species, C5H15NO in total.

ORCA input file:
```
! RIJCOSX wB97M-V def2-TZVPD def2/J DEFGRID3
* xyz 0 1
C -1.032 2.331 -0.345
C -0.215 1.864 0.880
C 0.886 0.897 0.518
N 0.411 -0.446 0.206
C 0.303 -0.812 -1.208
C 1.522 -1.537 -1.777
H -0.395 2.722 -1.132
H -1.668 1.516 -0.671
H -1.754 3.077 -0.021
H -0.939 1.399 1.565
H 0.179 2.725 1.426
H 1.481 1.316 -0.303
H 1.654 0.847 1.289
H 0.987 -1.090 0.731
H 0.147 0.117 -1.739
H -0.613 -1.389 -1.359
H 1.803 -1.201 -2.769
H 1.421 -2.627 -1.820
H 2.395 -1.346 -1.133
O -1.688 -1.947 1.592
H -1.571 -2.009 2.544
H -1.109 -1.215 1.316
*
```

## Properties
M	105.18	g/mol
structure (SMILES)	CCCNCC.O
frontier orbital gap	10.07	eV
E_HOMO	-9.1	eV
ΔE to the lowest compared entry with this formula, charge and spin	0.7592	eV

No. 9
ORCA calculation (ωB97M-V/def2-TZVPD) on a structure of composition C3H4I2.

ORCA input file:
```
! RIJCOSX wB97M-V def2-TZVPD def2/J DEFGRID3
* xyz 0 1
C 1.026 0.351 -0.385
C -0.273 0.437 -0.094
C -0.854 0.848 1.160
I -2.722 2.027 1.155
I 0.506 1.507 2.676
H 1.288 0.103 -1.437
H 1.696 0.449 0.513
H -1.054 0.268 -0.723
H -1.071 -1.356 2.017
*
```

## Properties
M	293.87	g/mol
frontier orbital gap (alpha / beta)	8.22 / 7.62	eV
E_HOMO (alpha / beta)	-9.5 / -8.4	eV
ΔE to the lowest compared entry with this formula, charge and spin	4.2450	eV